# 1
{
  "formula": "CH8N2Si",
  "method": "ωB97M-V with the def2-TZVPD basis set",
  "homo_ev": -9.070,
  "gap_ev": 10.02,
  "mol_weight_g_mol": 76.17,
  "lumo_ev": 0.95,
  "charge": 0,
  "de_lowest_kj_mol": 222.1,
  "smiles": "CN(N)[SiH3]",
  "largest_force_ev_per_a": 4.9,
  "elements": ["Si", "N", "N", "C", "H", "H", "H", "H", "H", "H", "H", "H"],
  "positions_angstrom": [[1.155, -0.877, 0.566], [-0.413, -0.124, 0.330], [-0.593, 1.590, 0.597], [-1.106, -0.231, -0.911], [0.797, -2.239, 0.511], [1.863, -0.500, 1.914], [-0.630, 0.304, -1.781], [2.263, -0.556, -0.458], [-0.361, 1.878, -0.324], [0.038, 1.851, 1.344], [-0.998, -1.280, -1.065], [-2.015, 0.184, -0.723]],
  "mulliken_charge": [0.36, -0.13, -0.53, -0.88, -0.11, -0.10, 0.27, -0.09, 0.25, 0.25, 0.36, 0.35]
}

=====

# 2
{
  "formula": "CH8N3",
  "method": "ωB97M-V with the def2-TZVPD basis set",
  "homo_ev": -15.313,
  "gap_ev": 10.99,
  "mol_weight_g_mol": 62.10,
  "lumo_ev": -4.32,
  "charge": 1,
  "de_lowest_kj_mol": 143.2,
  "largest_force_ev_per_a": 5.1,
  "elements": ["N", "N", "N", "C", "H", "H", "H", "H", "H", "H", "H", "H"],
  "positions_angstrom": [[0.093, -0.911, -0.598], [-1.699, -0.667, 0.978], [1.543, 1.599, -0.109], [-1.098, -1.274, -0.099], [0.736, -0.041, -0.422], [-1.433, -2.187, -0.554], [-2.088, -1.103, 1.718], [-1.877, 0.331, 0.980], [1.986, 1.703, -1.005], [0.382, -1.632, -1.440], [2.312, 1.625, 0.544], [1.144, 2.557, 0.005]],
  "mulliken_charge": [-0.24, -0.34, -0.91, 0.20, 0.37, 0.33, 0.21, 0.25, 0.28, 0.32, 0.26, 0.28]
}